[1]
110
Properties=species:S:1:pos:R:3 method="wB97M-V/def2-TZVPD" energy_ha=-14215.45867 lumo_energy_ha=0.0002 smiles="C=C[C@H]1[C@@](CCCCn2cccc2)(CC[C@](F)(Br)C(F)(F)Br)C(=O)N[C@]1(S)P(O)O.ClCCCl.ClCCCl.ClCCCl.ClCCCl.ClCCCl.ClCCCl.ClCCCl" gap_ev=7.68
C -2.590 3.707 -1.854
C -2.026 2.414 -1.790
C -1.776 1.809 -0.378
C -3.014 1.093 0.387
C -2.815 1.715 1.863
C -3.737 1.069 2.958
C -3.235 -0.316 3.527
C -1.749 -0.321 4.039
N -1.054 -1.582 3.696
C -1.572 -2.850 3.428
C -0.555 -3.812 3.089
C 0.738 -3.052 3.207
C 0.338 -1.709 3.557
C -4.473 1.428 -0.068
C -5.418 0.190 -0.315
C -5.229 -0.265 -1.813
F -3.935 -0.046 -2.278
Br -6.393 0.924 -2.925
C -5.600 -1.802 -2.088
F -6.746 -1.830 -2.872
F -5.730 -2.559 -0.957
Br -4.133 -2.624 -3.158
C -2.448 -0.371 0.370
O -2.945 -1.455 0.244
N -1.009 -0.226 0.614
C -0.587 0.716 -0.459
S -0.629 -0.458 -1.925
P 1.100 1.493 -0.188
O 2.042 0.254 0.442
O 1.650 1.907 -1.718
H -2.057 4.637 -1.545
H -3.621 3.785 -2.305
H -1.841 1.911 -2.767
H -1.477 2.707 0.234
H -1.732 1.769 2.131
H -3.156 2.789 1.751
H -3.825 1.774 3.832
H -4.794 0.905 2.597
H -3.461 -1.096 2.752
H -3.881 -0.581 4.415
H -1.732 -0.186 5.159
H -1.107 0.501 3.627
H -2.678 -3.014 3.461
H -0.687 -4.877 2.813
H 1.770 -3.443 3.056
H 1.022 -0.839 3.713
H -4.958 2.043 0.746
H -4.540 2.079 -0.985
H -6.481 0.551 -0.235
H -5.265 -0.624 0.434
H -0.702 0.001 1.559
H -0.312 0.254 -3.056
H 2.322 -0.371 -0.264
H 1.934 2.841 -1.727
Cl 1.199 5.577 -0.505
C 2.585 6.033 -1.526
C 2.172 6.295 -2.954
Cl 1.648 4.796 -3.762
H 3.325 5.237 -1.467
H 3.019 6.934 -1.091
H 3.016 6.687 -3.519
H 1.357 7.017 -3.015
Cl -4.522 -6.403 -4.427
C -5.582 -5.891 -3.091
C -5.539 -6.852 -1.925
Cl -6.287 -8.422 -2.317
H -6.593 -5.783 -3.484
H -5.234 -4.907 -2.772
H -6.098 -6.437 -1.085
H -4.517 -7.037 -1.597
Cl 3.099 -0.411 4.121
C 3.404 -0.815 5.828
C 4.880 -0.861 6.150
Cl 5.698 -2.234 5.363
H 2.917 -1.767 6.042
H 2.919 -0.043 6.427
H 5.020 -0.985 7.225
H 5.386 0.054 5.843
Cl 4.892 4.801 -3.781
C 4.628 3.479 -4.946
C 5.669 2.390 -4.813
Cl 7.286 2.937 -5.335
H 4.620 3.905 -5.949
H 3.625 3.079 -4.737
H 5.404 1.547 -5.445
H 5.749 2.035 -3.786
Cl 2.882 1.115 -5.230
C 2.578 -0.608 -5.571
C 2.297 -1.395 -4.310
Cl 3.739 -1.535 -3.273
H 3.439 -1.005 -6.108
H 1.713 -0.652 -6.235
H 1.992 -2.409 -4.568
H 1.502 -0.938 -3.721
Cl 8.017 -0.830 -2.468
C 9.402 -0.464 -3.527
C 8.982 -0.250 -4.962
Cl 8.404 -1.754 -5.727
H 10.122 -1.278 -3.437
H 9.865 0.444 -3.139
H 9.833 0.096 -5.550
H 8.190 0.492 -5.038
Cl -3.627 -2.089 7.140
C -2.176 -1.973 8.166
C -2.052 -0.619 8.828
Cl -1.698 0.670 7.649
H -1.307 -2.200 7.550
H -2.264 -2.749 8.928
H -1.228 -0.629 9.542
H -2.962 -0.348 9.361

=====

[2]
11
Properties=species:S:1:pos:R:3 method="wB97M-V/def2-TZVPD" energy_ha=-285.24911 lumo_energy_ha=0.0109 gap_ev=9.55 e_above_lowest_kcal_mol=103.8
N -1.562 1.885 1.825
C -1.080 1.501 0.847
C -0.444 0.971 -0.365
C 0.757 0.184 0.127
C 0.435 -1.249 0.299
O 0.939 -1.204 -1.066
H -0.143 1.813 -0.998
H -1.183 0.370 -0.915
H 1.828 -0.811 -0.972
H 1.054 -1.859 0.962
H -0.600 -1.602 0.255

=====

[3]
80
Properties=species:S:1:pos:R:3 method="wB97M-V/def2-TZVPD" energy_ha=-1783.17723 lumo_energy_ha=0.0508 gap_ev=5.35 e_above_lowest_kcal_mol=39.1 total_charge=-1
C 0.178 1.199 -2.603
C 0.114 0.242 -1.404
C 1.234 -0.810 -1.643
C 1.614 -1.640 -0.441
C 1.745 -0.781 0.786
C 0.594 0.187 1.075
N 0.338 0.970 -0.135
O -0.697 1.907 0.098
C 1.118 1.029 2.237
C -0.643 -0.635 1.555
C -1.209 -0.559 -1.566
H 1.127 1.731 -2.645
H -0.695 1.843 -2.531
H 0.150 0.566 -3.493
H 2.147 -0.293 -1.958
H 0.912 -1.427 -2.485
H 2.451 -2.293 -0.675
H 0.761 -2.283 -0.166
H 2.664 -0.191 0.696
H 1.931 -1.479 1.612
H 0.480 1.828 2.627
H 2.002 1.581 1.912
H 1.327 0.321 3.039
H -1.603 -0.607 1.033
H -0.931 -0.378 2.580
H -0.462 -1.719 1.548
H -1.301 -1.462 -0.962
H -1.226 -0.879 -2.614
H -2.120 0.035 -1.522
O -5.030 -0.208 -1.720
H -4.837 -0.055 -0.786
H -5.960 -0.456 -1.738
O -2.711 -0.109 -5.621
H -2.097 -0.470 -6.268
H -2.244 0.642 -5.231
O 2.511 2.864 -0.807
H 1.732 2.288 -0.929
H 2.157 3.624 -0.308
O 4.517 -2.802 0.948
H 4.324 -2.142 1.625
H 3.702 -3.316 0.874
O 1.409 -4.009 2.059
H 0.640 -3.490 1.792
H 1.049 -4.853 2.351
O 2.615 2.406 4.763
H 1.687 2.149 4.700
H 2.606 3.369 4.741
O -1.015 4.385 -1.652
H -0.483 3.592 -1.497
H -1.899 4.124 -1.369
O -3.253 -3.208 1.961
H -3.518 -2.500 2.560
H -2.547 -3.670 2.425
O -2.551 1.963 2.288
H -1.922 1.832 1.536
H -3.049 1.143 2.336
O 0.060 -2.982 -4.635
H -0.754 -3.322 -4.247
H -0.106 -2.038 -4.752
O 1.102 -0.032 6.023
H 0.828 -0.311 6.902
H 1.817 -0.633 5.784
O -1.682 3.245 4.637
H -1.989 2.775 3.832
H -0.823 2.859 4.828
O 1.307 4.467 1.088
H 0.782 3.650 1.061
H 0.963 4.959 1.838
O 4.703 -1.058 -1.330
H 3.958 -1.142 -1.931
H 4.632 -1.824 -0.726
O -3.299 2.295 -1.594
H -3.935 1.572 -1.537
H -2.505 1.964 -1.134
O -3.830 -3.600 -0.754
H -2.991 -3.318 -1.132
H -3.722 -3.477 0.207
O 2.714 -0.705 -5.037
H 2.198 -0.899 -5.826
H 2.742 -1.541 -4.555

=====

[4]
13
Properties=species:S:1:pos:R:3 method="wB97M-V/def2-TZVPD" energy_ha=-344.52237 lumo_energy_ha=-0.0022 smiles="C#CC(=O)[C@@H](C)O" gap_ev=10.44 e_above_lowest_kcal_mol=49.9
C 2.877 0.378 0.214
C 1.813 -0.049 -0.158
C 0.538 -0.644 -0.527
O 0.408 -1.329 -1.523
C -0.651 -0.390 0.392
C -1.258 0.981 0.073
O -1.592 -1.413 0.220
H 3.827 0.745 0.538
H -0.298 -0.403 1.431
H -2.112 1.150 0.734
H -1.616 0.991 -0.962
H -0.537 1.794 0.211
H -1.398 -1.809 -0.646

=====

[5]
46
Properties=species:S:1:pos:R:3 method="wB97M-V/def2-TZVPD" energy_ha=-1014.98090 lumo_energy_ha="-0.2323 / -0.4185" gap_ev="10.96 / 5.86" e_above_lowest_kcal_mol=24.2 multiplicity=2 total_charge=+2
O 0.497 -1.249 1.216
C 0.412 -0.073 0.958
C 0.770 0.343 -0.466
C 2.178 1.010 -0.430
C 2.741 1.392 -1.791
C 2.155 2.303 0.412
N -0.255 1.281 -0.989
H 0.002 0.773 1.531
H 0.841 -0.559 -1.064
H 2.868 0.250 -0.052
H 3.809 1.558 -1.789
H 2.261 2.291 -2.188
H 2.480 0.722 -2.601
H 1.826 2.245 1.450
H 1.500 3.027 -0.079
H 3.173 2.684 0.407
H -1.015 0.675 -1.299
H -0.481 1.951 -0.253
H -0.010 1.870 -1.864
H 0.364 3.134 -3.504
H -0.141 1.697 -4.151
O -0.086 2.290 -3.396
H -0.061 -2.342 2.220
H -1.089 -1.829 3.110
O -0.616 -2.693 3.005
H -2.829 3.455 0.323
H -2.534 2.006 0.957
O -2.247 2.691 0.353
H -2.165 -2.238 0.712
H -3.021 -3.000 1.796
O -2.510 -2.191 1.633
H 1.570 -4.057 -0.729
H 1.381 -2.665 0.036
O 1.528 -3.100 -0.808
H -2.873 1.010 2.835
H -2.376 -0.346 2.174
O -2.124 0.534 2.464
H -4.257 -0.677 -1.578
H -3.336 0.553 -1.915
O -3.345 -0.377 -1.664
H 2.639 -2.827 3.454
H 3.322 -2.354 2.310
O 2.459 -2.757 2.503
H -0.382 -2.371 -0.932
H -1.817 -2.176 -1.496
O -1.204 -1.865 -0.819

=====

[6]
40
Properties=species:S:1:pos:R:3 method="wB97M-V/def2-TZVPD" energy_ha=-1255.02759 lumo_energy_ha=0.0308 smiles=Nc1nc(CSc2ccccc2)nc(N2CCCCC2)n1 gap_ev=8.83 e_above_lowest_kcal_mol=0.0
N 3.005 0.840 1.429
C 2.004 0.048 1.000
N 0.781 0.299 1.487
C -0.163 -0.526 1.060
C -1.559 -0.283 1.530
S -2.494 0.729 0.324
C -2.225 2.402 0.846
C -3.168 3.340 0.439
C -3.024 4.665 0.802
C -1.946 5.062 1.577
C -1.006 4.126 1.972
C -1.133 2.797 1.606
N 0.019 -1.542 0.242
C 1.278 -1.712 -0.199
N 1.518 -2.741 -1.017
C 0.456 -3.569 -1.536
C 0.313 -3.355 -3.044
C 1.649 -3.614 -3.736
C 2.729 -2.720 -3.130
C 2.810 -2.955 -1.621
N 2.305 -0.928 0.155
H 3.903 0.760 0.988
H 2.770 1.661 1.956
H -1.580 0.228 2.490
H -2.103 -1.225 1.571
H -4.008 3.018 -0.158
H -3.761 5.389 0.486
H -1.838 6.097 1.868
H -0.159 4.431 2.569
H -0.379 2.081 1.896
H -0.463 -3.304 -1.013
H 0.702 -4.618 -1.333
H -0.456 -4.022 -3.434
H -0.001 -2.326 -3.227
H 1.561 -3.422 -4.807
H 1.930 -4.662 -3.605
H 3.698 -2.928 -3.584
H 2.481 -1.673 -3.313
H 3.517 -2.271 -1.152
H 3.119 -3.989 -1.424

=====

[7]
102
Properties=species:S:1:pos:R:3 method="wB97M-V/def2-TZVPD" energy_ha=-3185.00984 lumo_energy_ha=-0.4531 gap_ev=1.26 e_above_lowest_kcal_mol=115.7 total_charge=+2
Tl 4.830 -1.878 -3.284
O -0.409 -0.114 1.778
C 0.595 -0.376 0.919
O 1.724 -0.028 1.207
O 0.424 -0.925 -0.165
H 0.215 0.394 2.302
C 1.390 5.294 -1.876
O 2.443 5.817 -2.661
C 3.397 5.003 -3.162
O 3.328 3.765 -3.035
O 4.325 5.783 -3.788
C 5.393 5.189 -4.488
H 0.821 6.151 -1.515
H 1.713 4.695 -1.025
H 0.782 4.645 -2.505
H 5.082 4.529 -5.297
H 5.972 4.597 -3.779
H 5.836 6.082 -4.931
C 0.658 2.990 5.804
O 1.666 3.902 5.331
C 1.289 5.106 4.842
O 0.134 5.431 4.574
O 2.336 5.832 4.692
C 2.249 7.080 4.010
H 0.633 3.203 6.873
H 0.948 1.961 5.592
H -0.295 3.148 5.298
H 2.603 7.881 4.658
H 1.273 7.301 3.579
H 2.933 6.955 3.170
C 9.237 5.704 1.304
O 8.644 4.531 0.664
C 8.217 3.504 1.344
O 7.788 2.463 0.741
O 8.323 3.644 2.691
C 8.031 2.457 3.480
H 10.087 5.446 1.935
H 8.528 6.373 1.792
H 9.768 6.113 0.444
H 8.383 2.655 4.493
H 8.563 1.551 3.191
H 6.946 2.363 3.512
C -1.776 0.193 -6.022
O -1.738 -0.489 -7.253
C -0.731 -1.442 -7.463
O 0.164 -1.842 -6.669
O -1.076 -1.982 -8.640
C -0.331 -2.973 -9.247
H -2.546 0.959 -5.938
H -0.761 0.562 -5.868
H -2.050 -0.503 -5.229
H 0.706 -2.971 -8.909
H -0.140 -2.592 -10.250
H -0.859 -3.918 -9.126
C 1.072 -5.838 3.605
O 1.674 -6.996 2.990
C 2.714 -6.877 2.146
O 3.234 -5.854 1.768
O 3.103 -8.082 1.976
C 4.463 -8.268 1.673
H 0.389 -6.198 4.374
H 0.411 -5.505 2.804
H 1.876 -5.195 3.964
H 4.813 -7.546 0.935
H 4.683 -9.304 1.416
H 5.071 -7.946 2.518
C -6.977 3.597 0.876
O -8.098 4.431 0.911
C -8.205 5.500 0.040
O -7.310 5.757 -0.839
O -9.310 6.213 0.255
C -9.767 7.244 -0.644
H -7.034 3.048 -0.064
H -7.038 2.829 1.647
H -6.077 4.201 1.000
H -8.968 7.969 -0.803
H -10.663 7.726 -0.254
H -9.916 6.865 -1.655
C -6.368 -3.383 3.669
O -6.856 -2.898 4.900
C -7.802 -3.550 5.632
O -8.404 -4.599 5.469
O -8.015 -2.863 6.657
C -9.030 -3.263 7.520
H -6.209 -4.461 3.656
H -5.538 -2.800 3.270
H -7.156 -3.306 2.920
H -9.977 -3.349 6.986
H -9.114 -2.584 8.368
H -8.670 -4.245 7.825
C 2.031 -8.875 -5.531
O 0.688 -8.503 -5.128
C 0.447 -7.385 -4.456
O 1.286 -6.597 -3.997
O -0.923 -7.258 -4.543
C -1.629 -6.238 -3.873
H 2.397 -8.231 -6.331
H 1.912 -9.846 -6.012
H 2.632 -8.886 -4.622
H -1.157 -5.259 -3.957
H -1.737 -6.488 -2.818
H -2.608 -6.120 -4.337

=====

[8]
13
Properties=species:S:1:pos:R:3 method="wB97M-V/def2-TZVPD" energy_ha=-933.26829 lumo_energy_ha=0.0275 smiles="CPSC(C)=O" gap_ev=9.93 e_above_lowest_kcal_mol=14.9
C 1.178 0.123 1.765
P -0.471 -0.772 1.852
S -1.501 0.454 0.343
C -0.662 -0.193 -1.019
C -1.206 0.345 -2.359
O 0.166 -1.044 -0.886
H 1.643 -0.296 0.943
H 1.780 -0.029 2.833
H 1.089 1.201 1.406
H -1.013 -0.064 2.983
H -0.406 0.739 -2.991
H -1.913 1.162 -2.087
H -1.659 -0.415 -2.918

=====

[9]
21
Properties=species:S:1:pos:R:3 method="wB97M-V/def2-TZVPD" energy_ha=-1086.55181 lumo_energy_ha=0.0264 smiles=CNCO.CSSC gap_ev=9.45 e_above_lowest_kcal_mol=18.5
C 2.222 -0.468 -0.420
N 1.145 0.350 -0.955
C 1.215 1.708 -0.456
O 0.142 2.465 -0.950
H 3.180 -0.106 -0.788
H 2.126 -1.491 -0.779
H 2.289 -0.456 0.678
H 0.242 -0.054 -0.695
H 1.149 1.759 0.638
H 2.176 2.125 -0.776
H 0.169 2.383 -1.911
C -2.541 0.875 0.204
S -2.360 -0.734 -0.582
S -2.278 -1.957 1.086
C -0.538 -2.438 1.131
H -3.371 0.865 0.905
H -1.628 1.200 0.701
H -2.761 1.588 -0.585
H 0.110 -1.567 1.091
H -0.373 -2.896 2.109
H -0.314 -3.151 0.353

=====

[10]
32
Properties=species:S:1:pos:R:3 method="wB97M-V/def2-TZVPD" energy_ha=-1661.04560 lumo_energy_ha=-0.0997 gap_ev=5.04 e_above_lowest_kcal_mol=181.2
Mg 0.031 0.157 -1.112
C -5.327 0.874 0.977
F -5.227 0.297 -0.174
F -6.344 1.640 1.042
F -5.377 -0.037 2.018
S -3.733 1.955 1.084
O -3.573 2.277 2.536
O -2.641 1.054 0.636
O -3.802 3.173 0.246
C 4.367 0.069 2.536
C 3.672 -0.517 1.231
C 3.487 -2.013 1.321
O 2.396 0.141 1.110
H 4.811 1.061 2.463
H 5.151 -0.664 2.727
H 3.763 0.010 3.442
H 4.238 -0.147 0.376
H 3.193 -2.288 2.334
H 4.506 -2.399 1.334
H 2.841 -2.668 0.735
O -2.410 0.119 -3.049
H -2.484 0.675 -3.825
H -3.290 -0.238 -2.924
O 1.173 -0.974 -3.357
H 1.206 -1.922 -3.224
H 1.595 -0.837 -4.206
O -0.848 -2.522 -0.165
H -1.084 -3.392 -0.488
H -0.968 -2.576 0.783
O 0.209 2.844 -2.083
H 0.662 3.321 -2.778
H -0.194 3.527 -1.547

=====

[11]
9
Properties=species:S:1:pos:R:3 method="wB97M-V/def2-TZVPD" energy_ha=-664.71763 lumo_energy_ha="0.0268 / -0.0921" gap_ev="7.33 / 7.72" e_above_lowest_kcal_mol=26.1 multiplicity=3
C 0.341 -0.822 -0.491
N -0.153 0.089 0.187
N -3.192 1.549 0.812
N -3.904 0.728 0.468
Cl -3.207 -0.687 -0.454
H -0.353 -1.260 -1.282
H 1.145 -1.520 -0.332
H 0.254 0.260 1.156
H -2.261 1.603 0.557